A molecular structure, C37H40F3MgN7PS4. Source: the Open Molecules 2025 dataset; level of theory: wB97M-V/def2-TZVPD.

E_HOMO: -0.184 hartree
Molar mass: 823.32 g mol⁻¹
Net charge: -1
Energy: -115682.6752 eV

```
93
C37H40F3MgN7PS4, DFT wB97M-V/def2-TZVPD
Mg -0.1079 -0.5383 0.3820
F -0.5151 -6.0368 3.5385
C 0.0925 -4.8261 3.7083
F 1.3004 -4.9121 3.1648
F 0.2631 -4.6824 5.0552
C -0.7946 -3.7322 3.1799
C -2.0882 -3.7705 3.6666
C -3.0169 -2.8129 3.2960
C -2.5859 -1.8245 2.4387
N -1.3439 -1.7562 1.9585
C -0.4051 -2.6916 2.2948
S 1.1474 -2.4623 1.5868
H -2.3714 -4.5663 4.3475
H -4.0350 -2.8359 3.6610
H -3.2677 -1.0418 2.1223
C -0.0709 3.1347 -0.1825
N -0.3602 2.1153 -1.1966
C -1.6525 2.3775 -1.8176
C 0.6706 2.0828 -2.2236
C 2.0083 1.5885 -1.7281
N 1.9900 0.1681 -1.3850
C 1.9714 -0.6538 -2.5956
C 3.2097 -0.1757 -0.6346
H 0.1017 4.1267 -0.6439
H 0.7967 2.8704 0.4181
H -0.9125 3.2188 0.5047
H -1.6409 3.3147 -2.4029
H -2.4244 2.4679 -1.0494
H -1.9269 1.5560 -2.4846
H 0.8119 3.0868 -2.6553
H 0.3230 1.4347 -3.0306
H 2.3054 2.1531 -0.8427
H 2.7601 1.7807 -2.5053
H 2.8520 -0.4280 -3.2186
H 1.0713 -0.4822 -3.1770
H 1.9897 -1.7058 -2.3286
H 4.1032 -0.0706 -1.2685
H 3.1473 -1.2075 -0.2811
H 3.3121 0.4708 0.2321
S -0.7888 -1.9753 -1.4858
C -2.2623 -1.0823 -1.7858
N -3.0900 -1.2345 -2.7679
N -2.7856 -2.1602 -3.6659
C -3.7390 -2.5787 -4.5930
C -5.0172 -2.0224 -4.6306
C -5.9475 -2.4960 -5.5459
C -5.6267 -3.5174 -6.4315
C -4.3452 -4.0607 -6.3951
C -3.4049 -3.5954 -5.4889
N -2.7703 -0.0643 -0.9535
N -2.0681 0.3061 -0.0152
C -2.7628 1.2776 0.8147
C -4.0697 1.6815 0.5366
C -4.7119 2.5633 1.3872
C -4.0601 3.0562 2.5166
C -2.7535 2.6741 2.7768
C -2.1074 1.7873 1.9259
H -1.9530 -2.7084 -3.5107
H -5.2660 -1.2395 -3.9245
H -6.9443 -2.0669 -5.5585
H -6.3633 -3.8918 -7.1334
H -4.0770 -4.8621 -7.0755
H -2.4086 -4.0295 -5.4519
H -4.5687 1.2868 -0.3396
H -5.7283 2.8739 1.1681
H -4.5722 3.7375 3.1868
H -2.2161 3.0734 3.6283
H -1.0803 1.4998 2.1366
S 0.4352 4.0626 3.0283
P 1.5363 2.4574 3.3425
S 1.4761 0.9148 2.0633
C 3.3099 2.9122 3.5123
C 3.6510 4.2195 3.8472
C 4.9870 4.5839 3.9906
C 5.9918 3.6445 3.7952
C 5.6577 2.3367 3.4599
C 4.3221 1.9704 3.3184
C 1.1753 1.7579 5.0043
C 0.6772 2.5851 6.0095
C 0.4124 2.0705 7.2753
C 0.6364 0.7249 7.5429
C 1.1238 -0.1077 6.5416
C 1.3926 0.4048 5.2747
H 2.8589 4.9494 3.9767
H 5.2434 5.6049 4.2501
H 7.0331 3.9310 3.8975
H 6.4380 1.5995 3.3041
H 4.0579 0.9543 3.0466
H 0.4848 3.6282 5.7824
H 0.0228 2.7196 8.0518
H 0.4213 0.3227 8.5272
H 1.2866 -1.1616 6.7401
H 1.7484 -0.2489 4.4841
```



A molecular structure, C37H40O2P2Re. Source: the Open Molecules 2025 dataset; level of theory: wB97M-V/def2-TZVPD.

E_HOMO (alpha / beta): -0.488 / -0.512 hartree
Molar mass: 764.88 g mol⁻¹
⟨S²⟩: 3.78
2S+1: 4
Net charge: +2
Energy: -63798.5462 eV

```
82
C37H40O2P2Re, DFT wB97M-V/def2-TZVPD
Re -0.1255 -0.1059 2.5195
C -1.6875 0.1178 4.3207
C -2.3075 -0.1366 3.0597
C -3.0659 0.9614 2.3275
C -2.2178 1.9907 1.5846
C -0.7424 1.7041 1.6998
C -0.1324 1.8522 3.0366
C -0.9239 2.5089 4.1741
C -1.7670 1.4979 4.9347
C 1.7899 -0.4178 1.9792
H -1.6780 -0.6981 5.0557
H -2.7418 -1.1367 2.9542
H -3.7650 1.4908 2.9921
H -3.6631 0.4480 1.5673
H -2.4792 2.0046 0.5190
H -2.4482 3.0084 1.9344
H -0.1200 2.0835 0.8907
H 0.8491 2.3235 3.0051
H -1.5208 3.3562 3.8113
H -0.1892 2.9331 4.8698
H -1.4706 1.4740 6.0009
H -2.8132 1.8348 4.9351
H 2.2750 -1.2152 2.5794
H 2.3611 0.4913 2.1994
H 1.9364 -0.6525 0.9208
P -0.3925 -1.5974 -1.9440
P 1.0436 0.5792 -1.6994
C -1.3775 -0.1584 -2.3943
C -0.6247 0.9811 -2.3441
C -0.4890 -2.5441 -3.5234
C -1.3486 -2.2542 -4.6035
C -1.7786 -3.2939 -5.4291
C -1.1790 -4.5481 -5.3247
C -0.0159 -4.6896 -4.5510
C 0.3550 -3.6680 -3.6751
C -1.3527 -2.4657 -0.6579
C -0.8181 -2.3935 0.6502
C -1.3618 -3.1472 1.6809
C -2.3780 -4.0747 1.3979
C -2.9821 -4.0803 0.1351
C -2.5009 -3.2490 -0.8820
C 1.9681 0.7545 -3.3255
C 1.8380 -0.1908 -4.3624
C 2.3427 0.0690 -5.6329
C 3.0475 1.2424 -5.8930
C 3.2448 2.1553 -4.8645
C 2.7197 1.9033 -3.5986
C 1.5341 2.1477 -0.8746
C 2.8691 2.2491 -0.4071
C 3.3392 3.4701 0.0792
C 2.4939 4.5896 0.1267
C 1.2058 4.5050 -0.4056
C 0.7214 3.2941 -0.8983
H -2.4118 -0.2725 -2.7154
H -0.9026 1.9853 -2.6819
H -1.7233 -1.2498 -4.7880
H -2.5839 -3.1295 -6.1427
H -1.5880 -5.4045 -5.8562
H 0.5836 -5.6031 -4.6127
H 1.2681 -3.7325 -3.0842
H 0.0614 -1.7324 0.8667
H -1.0142 -2.9700 2.7065
H -2.7209 -4.7624 2.1708
H -3.8341 -4.7423 -0.0652
H -3.0177 -3.2136 -1.8423
H 1.3308 -1.1361 -4.1847
H 2.1791 -0.6421 -6.4383
H 3.4316 1.4550 -6.8842
H 3.7887 3.0821 -5.0318
H 2.8962 2.6338 -2.8116
H 3.5348 1.3765 -0.4980
H 4.3827 3.5457 0.3892
H 2.8674 5.5367 0.5148
H 0.5775 5.3900 -0.4795
H -0.2882 3.2440 -1.3116
C 1.4600 -0.8224 6.6481
O 0.6556 -0.7517 5.4450
C 0.9343 0.1719 4.4947
O 1.7466 1.0789 4.6482
H 0.9466 -1.5617 7.2592
H 1.5008 0.1171 7.2081
H 2.4633 -1.1943 6.4263
```



A molecular structure, C37H41CdN6O4. Source: the Open Molecules 2025 dataset; level of theory: wB97M-V/def2-TZVPD.

E_HOMO: -0.203 hartree
Molar mass: 746.18 g mol⁻¹
Net charge: -1
Energy: -60730.0929 eV

```
89
C37H41CdN6O4, DFT wB97M-V/def2-TZVPD
Cd 15.3152 -10.7865 6.7965
N 17.5295 -11.5062 7.5200
C 18.1240 -10.4637 8.3261
C 18.2059 -9.1237 7.5700
N 16.9094 -8.8257 6.8397
C 16.2869 -7.6070 7.3860
C 15.7921 -7.9608 8.7549
N 14.6536 -8.9125 8.5816
H 17.3662 -12.3704 8.0259
H 18.0482 -11.6700 6.6554
H 19.1328 -10.6538 8.6504
H 17.4173 -10.3886 9.1689
H 19.0182 -9.1399 6.8237
H 18.4985 -8.3876 8.3034
H 17.1522 -8.7097 5.8619
H 15.4939 -7.2806 6.6709
H 16.9848 -6.7482 7.4222
H 15.4212 -7.1238 9.3279
H 16.6209 -8.3804 9.3167
H 13.9033 -8.4631 8.1029
H 14.3174 -9.2886 9.4429
C 10.7380 -14.7770 4.0227
C 10.8115 -13.4040 4.7214
C 9.4477 -12.7851 4.9245
O 11.6933 -12.6184 3.8701
C 12.9728 -12.4553 4.5047
C 12.8216 -13.4989 5.7271
O 11.4360 -13.4866 5.9697
C 13.6314 -13.4545 7.0479
O 13.7592 -12.1721 7.5682
C 15.0384 -14.0541 6.7977
C 15.7078 -13.7733 5.6151
C 17.0189 -14.1245 5.4898
C 17.6839 -14.6320 6.5301
C 17.0338 -15.0502 7.6472
C 15.7224 -14.7537 7.7886
C 12.9282 -14.3688 8.0696
C 12.5159 -13.8474 9.2810
C 12.1231 -14.6620 10.3158
C 12.1002 -16.0392 10.1222
C 12.3932 -16.5727 8.8588
C 12.7822 -15.7242 7.8045
C 13.4042 -10.9743 4.5135
O 14.7636 -10.8465 4.7963
C 13.2233 -10.4088 3.0726
C 11.9274 -10.1088 2.6210
C 11.6501 -9.3919 1.4846
C 12.7320 -9.0564 0.7022
C 13.9905 -9.5112 0.9925
C 14.2646 -10.1958 2.1607
C 12.6787 -10.0080 5.4332
C 11.7264 -10.2938 6.3759
C 11.2137 -9.2605 7.1527
C 11.6280 -7.9634 6.9698
C 12.5704 -7.6772 5.9572
C 13.1130 -8.6480 5.2172
H 10.2885 -14.6694 3.0699
H 10.1422 -15.4724 4.5998
H 11.7622 -15.1358 3.8977
H 8.8393 -12.5865 4.0326
H 9.5372 -11.7813 5.3507
H 8.8303 -13.3227 5.6255
H 13.7335 -12.8768 3.8064
H 13.1476 -14.4118 5.3106
H 15.1556 -13.2034 4.8842
H 17.5544 -13.6690 4.6170
H 18.7365 -14.6486 6.4050
H 17.6406 -15.4585 8.4592
H 15.2335 -14.9259 8.7232
H 12.6099 -12.7403 9.3699
H 11.8871 -14.2381 11.2980
H 11.8021 -16.7526 10.8812
H 12.3016 -17.6289 8.6451
H 13.1580 -16.0979 6.8367
H 11.1004 -10.3242 3.2995
H 10.6468 -9.0875 1.2800
H 12.5891 -8.4457 -0.1744
H 14.8162 -9.2691 0.3590
H 15.2633 -10.4724 2.4123
H 11.5738 -11.3453 6.6848
H 10.5247 -9.5775 7.9590
H 11.2358 -7.1086 7.4443
H 12.8751 -6.6425 5.7715
H 13.7936 -8.4682 4.3871
N 21.1952 -7.2868 5.2672
C 20.4800 -8.0845 4.8434
N 19.5330 -8.8646 4.3783
C 19.4473 -10.1209 4.6520
N 19.2121 -11.2362 4.8580
```



A molecular structure, C37H42AsF6N5OS3TeTi. Source: the Open Molecules 2025 dataset; level of theory: wB97M-V/def2-TZVPD.

E_HOMO (alpha / beta): -0.121 / -0.121 hartree
Molar mass: 1033.35 g mol⁻¹
⟨S²⟩: 0.76
2S+1: 2
Net charge: -1
Energy: -188613.8116 eV

```
97
C37H42AsF6N5OS3TeTi, DFT wB97M-V/def2-TZVPD
Ti 1.1001 0.7277 -0.9401
C -2.9532 -1.3730 2.2369
C -1.5642 -0.9755 2.7175
N -0.5779 -2.0294 2.5605
C 0.3143 -2.0381 1.5155
S 1.8308 -2.8397 1.7895
N -0.1113 -1.4211 0.4499
N 0.6896 -1.2175 -0.6639
C 1.0100 -2.1624 -1.5377
C 0.8922 -3.6300 -1.3034
C 1.5143 -1.5835 -2.7239
C 2.0108 -2.3054 -3.8299
C 2.4174 -1.6467 -4.9526
C 2.3490 -0.2344 -4.9779
C 1.9203 0.4256 -3.8658
N 1.5093 -0.2035 -2.7304
H -3.6664 -0.5599 2.3987
H -2.9229 -1.5925 1.1691
H -3.3107 -2.2601 2.7631
H -1.2253 -0.1025 2.1547
H -1.5901 -0.7067 3.7779
H -0.2032 -2.4137 3.4092
H 0.6040 -4.1540 -2.2178
H 1.8393 -4.0341 -0.9404
H 0.1423 -3.8318 -0.5389
H 2.0683 -3.3831 -3.7616
H 2.8030 -2.1921 -5.8043
H 2.6649 0.3286 -5.8452
H 1.9094 1.5074 -3.8246
C -5.1047 -2.6176 -1.1773
C -3.9071 -2.4522 -2.1225
C -4.2696 -3.0019 -3.5096
C -2.7321 -3.2687 -1.5810
C -3.5570 -0.9704 -2.2486
C -4.5022 -0.0717 -2.7811
C -4.2258 1.2680 -2.9657
C -2.9658 1.7333 -2.6028
S -2.2666 3.3173 -2.7502
C -0.7977 2.7312 -2.0119
N -0.8306 1.4670 -1.7036
C -2.0316 0.8665 -2.0417
C -2.3216 -0.4845 -1.8649
C 0.4155 3.5426 -1.8811
C 0.3778 4.9176 -2.1313
C 1.5526 5.6471 -2.0940
C 2.7517 4.9961 -1.8184
C 2.7675 3.6318 -1.5530
C 1.6038 2.8525 -1.5614
H -5.3344 -3.6775 -1.0461
H -5.9977 -2.1257 -1.5678
H -4.8826 -2.1932 -0.1965
H -4.5294 -4.0608 -3.4361
H -3.4242 -2.9025 -4.1929
H -5.1212 -2.4753 -3.9442
H -3.0281 -4.3161 -1.4908
H -2.4023 -2.9244 -0.5995
H -1.8733 -3.2194 -2.2537
H -5.4775 -0.4393 -3.0756
H -4.9674 1.9301 -3.3932
H -1.5620 -1.1071 -1.4162
H -0.5559 5.4205 -2.3649
H 1.5386 6.7117 -2.2928
H 3.6773 5.5612 -1.8105
H 3.7192 3.1522 -1.3427
O 0.4816 1.5149 0.8798
S 0.9033 2.2066 2.1633
C 0.3991 3.9523 1.9191
C 1.6568 4.8112 1.7898
C 2.7791 4.0529 2.5013
C 2.6601 2.6123 2.0355
H -0.2124 4.2233 2.7799
H -0.2251 3.9451 1.0262
H 1.4981 5.8027 2.2160
H 1.9070 4.9322 0.7352
H 2.6632 4.1194 3.5872
H 3.7653 4.4467 2.2536
H 3.2226 1.8783 2.6065
H 2.9055 2.5090 0.9792
Te 2.7455 -0.8591 3.8609
C 1.2107 -1.4481 5.1888
C 0.9221 -2.8012 5.3937
C -0.0963 -3.1918 6.2534
C -0.8377 -2.2419 6.9451
C -0.5517 -0.8961 6.7606
C 0.4552 -0.5044 5.8873
H 1.4973 -3.5484 4.8593
H -0.3082 -4.2463 6.3853
H -1.6284 -2.5469 7.6193
H -1.1230 -0.1430 7.2910
H 0.6526 0.5505 5.7364
F 2.8611 0.2210 0.3904
As 4.5332 -0.1290 -0.1950
F 4.8734 -0.8598 1.3215
F 4.9974 1.4177 0.4615
F 6.1326 -0.3934 -0.7754
F 4.0764 0.6903 -1.6612
F 3.9834 -1.6140 -0.8555
```



A molecular structure, C37H42Cl3DyN5O2SSe. Source: the Open Molecules 2025 dataset; level of theory: wB97M-V/def2-TZVPD.

E_HOMO (alpha / beta): -0.384 / -0.383 hartree
Molar mass: 968.66 g mol⁻¹
⟨S²⟩: 9.34
2S+1: 6
Net charge: +1
Energy: -188425.6033 eV

```
92
C37H42Cl3DyN5O2SSe, DFT wB97M-V/def2-TZVPD
Dy -1.3652 -2.5016 1.4486
C 2.5344 -1.2583 -3.4467
C 3.3035 -2.3378 -2.6751
C 4.7417 -2.4339 -3.2209
C 2.5881 -3.6449 -2.9299
C 3.3607 -2.0144 -1.2340
C 4.5751 -1.7907 -0.5300
C 4.5370 -1.5472 0.8257
C 3.3427 -1.5583 1.5426
S 3.0692 -1.3450 3.2261
C 1.3607 -1.4640 2.9675
N 1.0119 -1.7392 1.6802
C 2.1234 -1.7469 0.8573
C 2.1276 -1.9025 -0.5524
C 0.3836 -1.3311 4.0329
C 0.6968 -1.1306 5.3933
C -0.3539 -0.9933 6.3222
C -1.7064 -1.1426 5.9535
C -2.0231 -1.4359 4.6198
C -1.0079 -1.5440 3.6978
H 2.6823 -1.3834 -4.5203
H 2.8575 -0.2592 -3.1397
H 1.4730 -1.3564 -3.2479
H 4.6451 -2.6978 -4.2559
H 5.3088 -3.2674 -2.7593
H 5.3071 -1.5053 -3.1589
H 2.4905 -3.8594 -4.0014
H 1.5974 -3.6526 -2.5037
H 3.1851 -4.4788 -2.5435
H 5.5023 -1.8273 -1.0842
H 5.4501 -1.3679 1.3521
H 1.1849 -1.9371 -1.1176
H 1.7288 -0.9594 5.6572
H -0.1624 -0.8234 7.3820
H -2.4626 -1.0311 6.7262
H -3.0650 -1.5919 4.3415
N -4.7362 -2.6195 1.3132
C -5.9532 -1.9914 1.1900
C -5.7597 -0.6423 1.5605
C -4.3710 -0.5290 1.8362
N -3.7396 -1.7614 1.6686
H -4.4576 -3.5779 1.0797
H -6.8365 -2.5358 0.8521
H -6.5234 0.1409 1.5650
H -3.8058 0.3070 2.2362
C 1.2114 3.4282 2.6914
C 1.2692 4.0057 1.2609
C 2.1855 3.2007 0.3299
C 1.7742 1.7685 -0.0225
N 0.6850 1.7117 -1.0005
C -0.6319 1.4320 -0.7290
Se -1.2891 0.7913 0.8521
N -1.3790 1.6158 -1.8522
C -2.8512 1.7110 -1.9194
C -3.4699 3.1298 -2.1052
C -2.8482 4.2650 -1.2879
C -3.2751 4.2823 0.1865
C -0.5370 2.0086 -2.9233
C -0.7863 2.4368 -4.2492
C 0.2752 3.0261 -4.9501
C 1.5923 3.0437 -4.4127
C 1.8456 2.5871 -3.1178
C 0.7735 2.0887 -2.3900
H 0.5279 3.9813 3.3412
H 2.1937 3.3690 3.1742
H 0.8187 2.4003 2.6331
H 1.6807 5.0322 1.2876
H 0.2710 4.1027 0.8893
H 3.1820 3.1596 0.8293
H 2.3078 3.7831 -0.5918
H 1.4890 1.1364 0.8341
H 2.6017 1.2159 -0.4799
H -3.2235 1.2881 -0.9735
H -3.1738 1.0266 -2.7191
H -4.5044 2.9521 -1.8281
H -3.4430 3.4538 -3.1667
H -3.1740 5.2091 -1.7479
H -1.7383 4.2662 -1.3953
H -4.3311 4.0807 0.3204
H -3.1127 5.2641 0.6404
H -2.7295 3.5734 0.8140
H -1.7599 2.2523 -4.7543
H 0.0717 3.4900 -5.9055
H 2.4107 3.5081 -4.9537
H 2.8747 2.5817 -2.7916
Cl -0.4343 -4.4576 2.8687
C -0.7388 -5.5821 1.1134
Cl 0.1026 -6.9772 1.2419
Cl 0.2085 -4.3068 -0.0836
C -2.2644 -5.4873 0.8978
O -2.9296 -6.5254 0.9879
O -2.5672 -4.2534 0.7500
```